Below is a 4-piece molecular cluster, C3H13O4 overall at a distorted geometry, with properties calculated with ωB97M-V with the def2-TZVPD basis set.

## Properties
* total charge: -1
* spin multiplicity: 1
* HOMO-LUMO gap: 8.8 eV

CARTESIAN COORDINATES (ANGSTROEM)
C: -0.9153 -0.3031 0.8187
O: -1.3762 0.3380 -0.3361
C: 0.0242 0.5746 1.6319
C: 0.6111 -0.2127 2.8552
H: -0.3755 -1.2364 0.5744
H: -1.8443 -0.5223 1.3625
H: -0.4049 1.5494 1.8591
H: 0.9044 0.7927 1.0202
H: 0.0215 -1.1043 3.0611
H: 0.5825 0.4051 3.7583
H: 1.6558 -0.4149 2.6363
H: -0.6893 0.2478 -1.1971
H: 0.0451 -0.9732 -2.5486
O: 0.1306 -0.0714 -2.2356
H: 1.6928 -1.1110 -0.1381
H: 1.7931 -0.2997 -1.3762
O: 2.3527 -0.8761 -0.8005
H: -2.0882 1.5098 -3.6100
H: -0.7566 0.6553 -3.3076
O: -1.3635 1.0525 -4.0279

Cartesian forces (eV/Å) of the 2 atoms listed first:
C -0.49 0.94 -1.06
O 0.34 0.25 -0.47

=====

Below is a 2-piece molecular cluster, C4H13NO overall at a distorted geometry, with properties calculated with ωB97M-V with the def2-TZVPD basis set.

## Properties
* total charge: 0
* spin multiplicity: 1
* HOMO-LUMO gap: 9.4 eV
* SMILES string: CNC(C)C.O

CARTESIAN COORDINATES (ANGSTROEM)
C: 0.9626 0.1991 2.5504
N: 1.6825 -0.0655 1.3123
C: 0.8725 -0.0931 0.0769
C: -0.2377 -1.1345 0.1099
C: 0.2651 1.3040 -0.1336
H: 0.2209 -0.5606 2.8267
H: 1.7012 0.1111 3.3560
H: 0.6378 1.2319 2.5206
H: 2.1867 -0.9414 1.3842
H: 1.5719 -0.3040 -0.7296
H: -0.5889 -1.3476 -0.8685
H: 0.1315 -2.1104 0.4671
H: -1.0187 -0.9129 0.8304
H: 0.0227 1.4199 -1.1851
H: -0.6558 1.4138 0.4357
H: 1.0091 2.0493 0.1312
O: -2.9679 -0.4409 -4.3380
H: -2.3492 -0.0234 -4.9285
H: -3.4464 0.2049 -3.8183

Cartesian forces (eV/Å) of the 2 atoms listed first:
C 1.21 -0.58 0.19
N 0.10 -0.23 -0.46

=====

Below is a 2-piece molecular cluster, C5H12N2O overall at a distorted geometry, with properties calculated with ωB97M-V with the def2-TZVPD basis set.

## Properties
* total charge: +1
* spin multiplicity: 2
* HOMO-LUMO gap (alpha / beta): 5.3 / 5.0 eV
* <S²>: 0.77

CARTESIAN COORDINATES (ANGSTROEM)
O: -1.1807 -1.7367 1.1001
C: -1.6092 -1.9172 -0.0201
C: -1.0223 -1.3420 -1.2028
C: 0.2181 -0.6366 -1.1834
C: 0.0280 0.8930 -0.6721
C: -0.4484 1.1551 0.7279
N: 0.5172 0.8329 1.7468
N: 2.6518 1.8989 -0.5710
H: -2.4616 -2.6059 -0.1281
H: -1.6605 -1.2427 -2.0713
H: 0.9232 -1.0537 -0.4605
H: 0.7094 -0.6190 -2.1501
H: 1.1382 1.3521 -0.6905
H: -0.5588 1.3948 -1.4476
H: -0.6317 2.2314 0.8148
H: -1.3960 0.6465 0.9056
H: 1.4724 0.8309 1.4070
H: 3.2777 2.6325 -0.9235
H: 0.3217 -0.0397 2.2287
H: 3.2348 1.2707 -0.0122

Cartesian forces (eV/Å) of the 2 atoms listed first:
O 0.26 0.57 -0.58
C -0.89 -1.80 1.85

=====

Below is C18H21CaClN3O6 as an isolated structure, with properties calculated with ωB97M-V with the def2-TZVPD basis set.

## Properties
* total charge: -1
* spin multiplicity: 1
* HOMO-LUMO gap: 6.7 eV

CARTESIAN COORDINATES (ANGSTROEM)
Ca: -0.3976 0.1942 0.9696
Cl: 4.2962 -1.1045 6.9272
C: 3.1251 -0.5989 5.7249
C: 1.9522 0.0531 6.1334
C: 1.0264 0.4727 5.2178
C: 1.2091 0.2681 3.8138
O: 0.3799 0.7207 2.9660
C: 2.3957 -0.4381 3.4347
C: 2.6844 -0.8275 2.0688
O: 1.9494 -0.7557 1.0945
C: 3.3397 -0.8387 4.3969
H: 1.7884 0.2237 7.1907
H: 0.1242 0.9827 5.5290
H: 3.6973 -1.2553 1.9319
H: 4.2380 -1.3531 4.0740
N: -3.6645 -1.7230 0.6803
C: -2.8656 -1.0936 1.5758
O: -1.7450 -1.5552 1.8401
C: -3.3052 0.2448 2.0954
C: -2.6713 1.2811 1.1163
H: -3.1837 -2.3196 0.0134
H: -4.4302 -1.1818 0.3146
H: -2.8775 0.3556 3.0938
H: -4.4019 0.2808 2.1956
H: -2.7848 2.2768 1.5592
H: -3.2786 1.2763 0.1977
C: 2.5189 -0.8193 -3.0273
C: 1.8976 0.5042 -3.4459
C: 0.3712 0.5542 -3.2541
C: -0.1627 1.9474 -3.6373
C: -1.6582 2.1077 -3.4113
C: -0.2650 -0.4643 -4.1786
O: -0.1017 -0.4466 -5.3845
N: -1.0563 -1.4002 -3.5820
C: -1.2951 -1.5524 -2.2051
O: -2.0586 -2.4463 -1.8692
N: -0.6938 -0.7061 -1.3309
C: 0.0597 0.3064 -1.7840
O: 0.5499 1.1172 -0.9712
H: 3.5976 -0.8078 -3.1920
H: 2.1105 -1.6552 -3.6008
H: 2.3520 -1.0207 -1.9668
H: 2.0937 0.7126 -4.4997
H: 2.3132 1.3198 -2.8526
H: 0.0917 2.1100 -4.6869
H: 0.3912 2.6696 -3.0360
H: -2.2335 1.3985 -4.0121
H: -1.9862 3.1100 -3.6911
H: -1.9265 1.9569 -2.3631
H: -1.5099 -2.0813 -4.1727

Cartesian forces (eV/Å) of the 2 atoms listed first:
Ca 0.16 -0.08 0.04
Cl -0.03 0.01 -0.03

=====

Below is an isolated molecule of C4H7NO at a distorted geometry, with properties calculated with ωB97M-V with the def2-TZVPD basis set.

## Properties
* total charge: 0
* spin multiplicity: 1
* HOMO-LUMO gap: 11.0 eV
* SMILES string: CC(=O)N1CC1

CARTESIAN COORDINATES (ANGSTROEM)
C: -0.6893 1.1754 -1.2348
C: -0.4553 -0.2077 -0.6907
O: -0.3267 -1.2269 -1.3214
N: -0.5337 -0.1323 0.8139
C: 0.9236 -0.0095 0.8585
C: 0.2579 -1.2501 1.3432
H: -0.2427 1.3869 -2.2094
H: -1.7763 1.1790 -1.3312
H: -0.4014 1.9401 -0.5091
H: 1.4288 0.7752 1.4048
H: 1.2771 -0.0378 -0.2009
H: 0.2098 -1.4818 2.4119
H: 0.2710 -2.1192 0.6923

Cartesian forces (eV/Å) of the 2 atoms listed first:
C -0.16 0.01 -0.05
C -1.88 -0.43 0.52

=====

Below is an isolated molecule of C5H4N2O at a distorted geometry, with properties calculated with ωB97M-V with the def2-TZVPD basis set.

## Properties
* total charge: 0
* spin multiplicity: 1
* HOMO-LUMO gap: 9.5 eV
* SMILES string: O=c1nccccn1

CARTESIAN COORDINATES (ANGSTROEM)
O: 2.0284 -0.5500 1.1174
C: 1.5335 -0.3570 0.0313
N: 1.4649 0.8657 -0.7077
C: 0.3672 1.4120 -0.3194
C: -0.7644 0.7996 0.4472
C: -1.1804 -0.4869 0.3634
C: -0.4066 -1.3231 -0.5302
N: 0.9096 -1.2588 -0.6660
H: 0.3265 2.4905 -0.7922
H: -1.4011 1.5877 1.0135
H: -2.0612 -0.9982 1.1167
H: -0.8165 -2.1816 -1.0740

Cartesian forces (eV/Å) of the 2 atoms listed first:
O 0.24 0.69 -0.64
C 2.16 1.56 1.99

=====

| no. | calculated total energy (Ha) |
| --- | --- |
| 1 | -423.09619 |
| 2 | -290.17054 |
| 3 | -381.98696 |
| 4 | -2452.32240 |
| 5 | -286.53711 |
| 6 | -377.58529 |